ORCA calculation (ωB97M-V with the def2-TZVPD basis set) on one molecule with the formula C3H5N at a distorted geometry.

## Properties
LUMO energy = 1.3 eV
structure (SMILES) = C1=CNC1
ΔE to the lowest compared entry with this formula, charge and spin = 54.82 kcal per mole
frontier orbital gap = 9.5 eV
M = 55.08 g/mol

Geometry as XYZ:
```
9
Properties=species:S:1:pos:R:3:lowdin_charge:R:1
C -0.35 -0.25 0.91 -0.14
C 0.85 0.31 0.57 -0.22
N 0.60 0.65 -0.74 0.00
C -0.87 -0.24 -0.46 -0.08
H -0.86 -0.38 1.85 0.08
H 1.80 0.40 1.07 0.10
H 1.30 0.37 -1.43 0.08
H -0.67 -1.11 -1.07 0.09
H -1.81 0.26 -0.69 0.09
```

---

ORCA calculation (ωB97M-V with the def2-TZVPD basis set) on C18H39Cl26InNO3S as an isolated structure at a distorted geometry.

## Properties
LUMO energy = 1.5 eV
ΔE to the lowest compared entry with this formula, charge and spin = 45.33 kcal per mole
frontier orbital gap = 6.7 eV
total charge = -1
M = 1386.18 g/mol

Geometry as XYZ:
```
89
Properties=species:S:1:pos:R:3:lowdin_charge:R:1
C 0.46 1.14 0.60 -0.17
N 0.39 2.53 0.08 -0.20
C -0.99 3.08 0.10 -0.14
C 1.34 3.36 0.80 -0.45
O 1.02 4.12 1.76 0.00
C 2.90 3.33 0.45 -0.24
In 3.36 2.77 -1.68 0.38
S 3.34 4.72 -3.28 0.45
C 3.91 4.01 -4.93 -0.24
O 1.96 5.29 -3.53 -0.52
O 4.31 5.81 -2.84 -0.52
H -0.25 0.42 0.08 0.00
H 0.33 1.07 1.74 0.10
H 1.53 0.75 0.42 -0.05
H -0.99 3.95 -0.66 0.03
H -1.31 3.53 1.08 0.04
H -1.73 2.33 -0.31 0.10
H 3.42 2.58 1.13 -0.02
H 3.31 4.36 0.71 0.04
H 2.29 1.52 -2.39 -0.10
H 5.05 2.12 -1.72 -0.11
H 4.93 3.53 -4.74 0.05
H 3.93 4.79 -5.75 0.06
H 3.19 3.15 -5.15 0.05
C -1.25 -1.41 -2.49 -0.98
Cl -0.94 -1.66 -0.77 0.51
Cl 0.26 -1.21 -3.39 0.53
H -1.78 -2.27 -2.88 0.02
H -1.85 -0.51 -2.62 0.03
C -3.46 5.69 -0.92 -0.98
Cl -3.14 5.47 0.80 0.57
Cl -1.96 5.89 -1.83 0.58
H -3.99 4.82 -1.30 0.03
H -4.08 6.58 -1.05 0.02
C 1.95 -4.57 -3.24 -1.02
Cl 0.74 -5.80 -3.64 0.50
Cl 2.91 -5.05 -1.84 0.50
H 2.60 -4.43 -4.10 0.03
H 1.43 -3.63 -3.02 -0.03
C 3.97 -0.68 2.27 -0.95
Cl 2.77 -0.77 0.97 0.60
Cl 3.91 0.87 3.11 0.53
H 3.77 -1.48 2.98 0.03
H 4.96 -0.82 1.84 0.04
C -2.10 -2.87 3.10 -1.01
Cl -3.52 -1.89 2.71 0.50
Cl -0.68 -2.34 2.20 0.49
H -1.89 -2.78 4.17 0.03
H -2.31 -3.91 2.86 0.01
C -2.08 -8.22 -2.74 -1.02
Cl -2.31 -9.97 -2.88 0.51
Cl -2.93 -7.57 -1.34 0.50
H -1.02 -8.01 -2.65 -0.03
H -2.47 -7.74 -3.64 0.03
C -6.29 -8.75 -3.05 -1.05
Cl -7.25 -9.16 -4.48 0.50
Cl -5.93 -7.02 -2.99 0.48
H -6.85 -9.03 -2.16 0.00
H -5.35 -9.30 -3.09 0.00
C 4.50 0.99 6.92 -1.05
Cl 4.25 -0.75 6.72 0.49
Cl 3.64 1.60 8.34 0.50
H 5.56 1.19 7.04 0.02
H 4.13 1.51 6.03 -0.01
C 6.18 4.02 2.99 -1.01
Cl 6.49 4.00 1.25 0.54
Cl 6.59 2.47 3.74 0.46
H 6.78 4.81 3.45 0.02
H 5.12 4.23 3.16 0.03
C -5.04 -7.70 1.87 -1.02
Cl -6.00 -8.10 0.44 0.50
Cl -4.68 -5.97 1.94 0.51
H -5.59 -7.98 2.76 0.03
H -4.10 -8.26 1.83 0.02
C -1.82 8.71 0.90 -1.03
Cl -3.25 9.67 0.51 0.51
Cl -0.42 9.24 -0.03 0.52
H -1.60 8.81 1.96 0.03
H -2.02 7.66 0.66 -0.07
C -4.50 11.10 3.61 -1.05
Cl -5.03 12.74 4.01 0.49
Cl -5.44 9.89 4.49 0.49
H -4.64 10.94 2.54 -0.03
H -3.45 10.99 3.87 0.03
C 1.00 -11.41 -3.47 -1.04
Cl 0.05 -11.80 -4.91 0.49
Cl 1.35 -9.68 -3.39 0.51
H 0.45 -11.70 -2.58 0.02
H 1.94 -11.96 -3.51 0.03
```

---

ORCA calculation (ωB97M-V with the def2-TZVPD basis set) on a 4-piece molecular cluster, C16H38N4O5P overall at a distorted geometry.

## Properties
LUMO energy = -2.5 eV
frontier orbital gap = 8.5 eV
total charge = +1
M = 397.48 g/mol

Geometry as XYZ:
```
64
Properties=species:S:1:pos:R:3:lowdin_charge:R:1
C 0.70 1.21 -1.13 -0.09
C 0.10 1.60 -2.47 -0.23
C -1.27 2.22 -2.24 -0.24
N -2.30 1.16 -2.26 -0.16
P -3.86 1.68 -2.34 0.96
C -4.15 2.84 -1.01 -0.32
C -5.65 2.95 -0.65 -0.10
C -4.94 0.23 -2.21 -0.16
C -4.85 -0.46 -0.85 -0.55
O -5.87 -0.81 -0.27 0.11
O -3.61 -0.62 -0.38 0.11
H 1.51 0.49 -1.23 0.08
H 1.11 2.09 -0.63 0.08
H -0.06 0.75 -0.52 0.05
H 0.01 0.70 -3.08 0.10
H 0.74 2.27 -3.03 0.11
H -1.28 2.65 -1.24 0.11
H -1.47 3.02 -2.96 0.11
H -2.14 0.50 -3.01 0.11
H -4.18 2.31 -3.55 0.07
H -3.54 2.57 -0.16 0.11
H -3.82 3.82 -1.35 0.10
H -6.23 3.13 -1.55 0.08
H -5.78 3.81 -0.02 0.09
H -6.00 2.06 -0.15 0.07
H -5.96 0.54 -2.34 0.11
H -4.63 -0.44 -3.01 0.11
H -3.70 -0.91 0.54 0.14
C 0.05 0.47 2.37 -0.34
O -0.91 0.76 1.66 -0.04
N 0.38 -0.78 2.72 -0.17
C 1.53 -1.05 3.55 -0.04
C -0.43 -1.89 2.25 -0.05
H 0.73 1.23 2.77 0.13
H 2.23 -1.68 3.01 0.08
H 1.23 -1.55 4.47 0.09
H 2.02 -0.11 3.80 0.08
H -0.44 -1.91 1.16 0.08
H -1.46 -1.78 2.60 0.09
H -0.02 -2.82 2.62 0.08
C 2.19 -3.99 0.72 -0.35
O 1.96 -2.80 0.58 -0.01
N 1.81 -4.96 -0.12 -0.19
C 2.12 -6.36 0.11 -0.05
C 1.07 -4.58 -1.31 -0.04
H 2.75 -4.37 1.59 0.14
H 2.73 -6.75 -0.71 0.09
H 1.20 -6.94 0.18 0.09
H 2.68 -6.46 1.03 0.08
H 1.65 -3.89 -1.92 0.09
H 0.14 -4.08 -1.03 0.09
H 0.84 -5.47 -1.89 0.09
C 3.87 1.78 2.15 -0.36
O 3.17 2.31 3.00 0.00
N 4.52 2.44 1.18 -0.20
C 5.33 1.76 0.19 -0.05
C 4.40 3.89 1.12 -0.04
H 4.02 0.69 2.11 0.13
H 6.37 2.11 0.25 0.09
H 4.95 1.95 -0.81 0.09
H 5.31 0.69 0.38 0.08
H 4.76 4.33 2.05 0.10
H 3.36 4.18 1.00 0.09
H 4.98 4.27 0.29 0.09
```

---

ORCA calculation (ωB97M-V with the def2-TZVPD basis set) on one molecule with the formula C4H6O.

## Properties
LUMO energy = 1.0 eV
structure (SMILES) = C#C[C@@H](C)O
ΔE to the lowest compared entry with this formula, charge and spin = 30.59 kcal per mole
frontier orbital gap = 11.1 eV
M = 70.09 g/mol

Geometry as XYZ:
```
11
Properties=species:S:1:pos:R:3:lowdin_charge:R:1
C 2.09 0.58 -0.75 0.13
C 0.92 0.47 -0.49 -0.09
C -0.51 0.32 -0.16 -0.46
C -0.81 -1.10 0.31 -0.05
O -0.93 1.26 0.82 -0.03
H 3.12 0.68 -1.01 0.03
H -1.08 0.52 -1.08 0.14
H -1.89 -1.25 0.40 0.08
H -0.35 -1.28 1.28 0.09
H -0.42 -1.83 -0.40 0.08
H -0.16 1.73 1.13 0.09
```

---

ORCA calculation (ωB97M-V with the def2-TZVPD basis set) on a 2-piece molecular cluster, C11H17O6 overall at a distorted geometry.

## Properties
multiplicity = 4
LUMO energy (alpha / beta) = 0.5 / -0.6 eV
ΔE to the lowest compared entry with this formula, charge and spin = 0.55 kcal per mole
frontier orbital gap (alpha / beta) = 8.6 / 9.2 eV
M = 245.25 g/mol

Geometry as XYZ:
```
34
Properties=species:S:1:pos:R:3:lowdin_charge:R:1
O 0.76 3.08 1.41 -0.01
O 0.41 4.10 2.01 0.03
C -1.63 -0.60 3.03 -0.08
C -1.54 0.77 2.36 -0.17
C -2.24 0.84 1.04 -0.32
O -3.44 0.63 0.93 0.09
C -1.46 1.29 -0.23 -0.27
C -0.74 0.14 -0.84 -0.16
C -1.55 -1.06 -1.20 -0.02
C 0.54 0.31 -1.46 -0.13
C 1.88 -0.15 -0.76 -0.35
O 1.50 1.22 -0.85 0.02
C 3.02 -0.60 -1.61 -0.18
C 2.76 -1.90 -2.36 -0.09
C 1.70 -0.70 0.61 -0.14
O 1.31 -0.06 1.58 0.07
O -2.36 1.94 -1.13 0.00
H -1.19 -0.55 4.03 0.08
H -2.68 -0.90 3.12 0.08
H -1.07 -1.34 2.45 0.07
H -2.01 1.53 3.00 0.14
H -0.49 1.06 2.21 0.07
H -0.72 2.01 0.11 0.12
H -0.88 -1.89 -1.46 0.09
H -2.20 -1.38 -0.38 0.09
H -2.19 -0.85 -2.08 0.10
H 0.57 0.25 -2.56 0.17
H 3.29 0.20 -2.31 0.13
H 3.87 -0.73 -0.92 0.12
H 3.65 -2.21 -2.91 0.08
H 2.47 -2.71 -1.68 0.08
H 1.95 -1.76 -3.09 0.07
H 1.96 -1.78 0.70 0.14
H -3.24 1.81 -0.73 0.09
```

---

ORCA calculation (ωB97M-V with the def2-TZVPD basis set) on C26H47BeBr4Cl3F2LiN3O5S as an isolated structure at a distorted geometry.

## Properties
LUMO energy = -4.1 eV
frontier orbital gap = 1.7 eV
M = 993.67 g/mol

Geometry as XYZ:
```
93
Properties=species:S:1:pos:R:3:lowdin_charge:R:1
C 0.64 1.83 4.28 -0.11
C 1.71 1.27 3.33 -0.29
C 1.08 0.78 2.03 -0.21
C 2.09 0.21 1.02 -0.15
C 2.92 -0.86 1.69 -0.20
C 4.20 -0.64 2.09 -0.03
C 4.96 -1.66 2.77 -0.27
C 6.38 -1.30 3.18 -0.33
N 6.44 -1.24 4.67 0.02
C 4.40 -2.88 3.05 -0.11
C 5.17 -3.95 3.80 -0.07
C 4.32 -4.69 4.86 -0.34
C 3.91 -6.10 4.38 -0.23
F 5.17 -4.86 5.97 -0.04
C 3.07 -3.11 2.60 -0.25
N 2.33 -4.21 2.74 -0.20
S 0.90 -4.00 2.11 1.01
N 1.06 -2.47 1.56 -0.19
C 2.29 -2.11 1.91 -0.32
H 0.24 2.79 3.96 0.04
H 1.10 1.91 5.26 0.08
H -0.13 1.07 4.38 0.08
H 2.50 2.02 3.14 0.06
H 2.21 0.48 3.89 0.11
H 0.35 0.01 2.29 0.11
H 0.54 1.63 1.59 0.10
H 1.54 -0.30 0.23 0.06
H 2.72 1.01 0.64 0.11
H 4.63 0.33 1.90 0.12
H 6.61 -0.30 2.81 0.09
H 7.13 -1.99 2.79 0.00
H 6.45 -0.27 4.95 0.07
H 7.31 -1.66 4.96 0.07
H 5.98 -3.50 4.35 0.09
H 5.59 -4.71 3.13 0.13
H 3.47 -4.10 5.19 0.14
H 2.94 -6.36 4.79 0.03
H 3.80 -6.03 3.31 0.04
H 4.67 -6.83 4.62 -0.03
C -4.59 1.87 -4.11 -0.08
O -3.60 0.93 -3.73 -0.20
C -2.56 0.80 -4.67 -0.18
C -1.22 0.62 -3.99 -0.21
O -0.70 1.77 -3.33 -0.12
C -1.40 2.23 -2.16 -0.14
C -1.29 1.33 -0.95 -0.16
O -2.04 0.12 -1.14 -0.22
C -1.39 -1.03 -0.63 -0.11
H -5.24 1.45 -4.88 0.09
H -5.19 2.10 -3.23 0.09
H -4.14 2.80 -4.47 0.08
H -2.51 1.67 -5.33 0.14
H -2.76 -0.09 -5.29 0.14
H -0.49 0.39 -4.77 0.14
H -1.24 -0.23 -3.31 0.08
H -2.43 2.46 -2.40 0.13
H -0.92 3.18 -1.90 0.14
H -1.70 1.86 -0.09 0.15
H -0.23 1.10 -0.75 0.11
H -0.34 -1.05 -0.96 0.02
H -1.89 -1.91 -1.02 0.09
H -1.42 -1.05 0.46 0.11
Be 6.67 -2.00 0.72 0.37
C -2.56 -5.71 2.13 -1.56
Br -2.87 -4.86 3.84 0.81
Br -3.94 -6.95 1.63 0.61
Br -2.25 -4.38 0.78 0.56
H -1.65 -6.28 2.25 -0.01
Br 3.64 -8.96 4.15 -0.29
C 3.52 5.30 2.26 -1.00
Cl 2.00 4.55 2.75 0.58
Cl 4.41 4.29 1.11 0.50
H 3.30 6.25 1.79 0.02
H 4.14 5.45 3.14 0.03
Cl -4.82 -3.50 3.06 0.03
Li 0.23 -0.49 -2.28 0.77
C -6.91 4.97 -7.70 -0.17
C -5.58 5.71 -7.81 -0.17
C -4.80 5.10 -6.65 -0.20
O -5.27 3.76 -6.49 -0.17
C -6.47 3.59 -7.26 -0.20
H -7.48 4.96 -8.63 0.11
H -7.53 5.43 -6.92 0.12
H -5.09 5.46 -8.76 0.12
H -5.66 6.79 -7.74 0.11
H -4.99 5.65 -5.72 0.12
H -3.72 5.09 -6.83 0.12
H -6.22 2.96 -8.12 0.12
H -7.22 3.07 -6.66 0.12
O -4.78 0.47 -0.02 -0.04
H -3.95 0.14 -0.36 0.00
H -5.26 0.75 -0.80 0.03
F -2.32 -3.14 5.59 -0.71
```

---

ORCA calculation (ωB97M-V with the def2-TZVPD basis set) on C34H57N3O2SSiYb as an isolated structure at a distorted geometry.

## Properties
multiplicity = 2
LUMO energy (alpha / beta) = -2.7 / -4.5 eV
ΔE to the lowest compared entry with this formula, charge and spin = 29.76 kcal per mole
frontier orbital gap (alpha / beta) = 8.2 / 6.4 eV
total charge = +1
M = 773.04 g/mol

Geometry as XYZ:
```
99
Properties=species:S:1:pos:R:3:lowdin_charge:R:1
O 1.52 4.14 -0.73 -0.21
O 3.90 3.11 -0.50 -0.27
C 0.52 4.10 -1.74 -0.25
C -0.83 4.67 -1.35 -0.06
H 0.39 3.06 -2.09 0.09
H 0.96 4.66 -2.58 0.13
H -1.45 3.92 -0.84 0.05
H -1.36 4.96 -2.26 0.09
H -0.74 5.57 -0.71 0.10
C 1.11 3.68 0.58 -0.25
C 1.60 4.65 1.62 -0.05
H 1.54 2.67 0.74 0.09
H 0.02 3.55 0.63 0.11
H 2.68 4.58 1.74 0.05
H 1.13 4.43 2.59 0.09
H 1.34 5.67 1.34 0.09
C 4.94 2.47 0.26 -0.24
C 4.35 4.27 -1.23 -0.25
C 4.64 2.58 1.73 -0.06
H 5.92 2.92 0.02 0.13
H 4.98 1.42 -0.06 0.09
H 4.68 3.63 2.04 0.08
H 5.38 2.01 2.30 0.08
H 3.65 2.18 1.97 0.07
C 4.73 5.39 -0.31 -0.05
H 3.51 4.55 -1.87 0.10
H 5.19 3.97 -1.88 0.12
H 3.91 5.64 0.36 0.07
H 4.95 6.28 -0.92 0.09
H 5.62 5.14 0.27 0.08
H 2.53 2.29 -1.02 0.09
N -1.08 -0.60 0.93 -0.06
C -1.51 -1.77 1.42 -0.34
C -0.70 -2.90 1.59 -0.03
C 0.70 -2.98 1.49 -0.34
C -2.94 -1.92 1.88 0.00
H -3.65 -1.34 1.27 0.09
H -3.05 -1.60 2.93 0.10
H -3.22 -2.98 1.83 0.09
C 1.40 -4.21 2.00 0.01
H 2.22 -3.96 2.68 0.10
H 1.79 -4.81 1.17 0.10
H 0.67 -4.82 2.54 0.09
N 1.41 -2.00 0.92 -0.08
C -1.71 0.62 1.30 -0.23
C -2.53 1.30 0.37 -0.23
C -2.73 0.75 -1.00 -0.08
C -3.17 2.49 0.76 -0.06
H -3.80 3.00 0.03 0.12
C -3.02 2.98 2.05 -0.06
H -3.53 3.90 2.35 0.11
C -2.23 2.29 2.98 -0.04
H -2.12 2.66 4.00 0.12
C -1.57 1.11 2.62 -0.22
C -0.79 0.37 3.65 -0.03
C 2.82 -1.97 0.81 -0.26
C 3.44 -2.50 -0.35 -0.23
C 2.65 -3.25 -1.38 -0.06
C 4.81 -2.29 -0.54 -0.05
H 5.29 -2.69 -1.44 0.13
C 5.55 -1.58 0.41 -0.07
H 6.62 -1.42 0.26 0.12
C 4.94 -1.09 1.57 -0.04
H 5.52 -0.57 2.33 0.12
C 3.57 -1.27 1.78 -0.22
C 2.89 -0.69 2.98 -0.04
Yb 0.55 -0.77 -0.81 1.73
H -1.97 1.12 -1.71 0.01
H -3.71 1.06 -1.40 0.10
H -2.70 -0.35 -1.02 0.07
H 0.15 -0.04 3.26 0.05
H -1.36 -0.47 4.08 0.09
H -0.55 1.05 4.48 0.09
H 3.24 -4.09 -1.77 0.11
H 2.39 -2.62 -2.25 0.04
H 1.70 -3.66 -1.00 0.06
H 2.18 -1.40 3.43 0.08
H 2.34 0.23 2.76 0.07
H 3.64 -0.44 3.75 0.09
H -1.20 -3.80 1.93 0.11
C 2.23 1.17 -1.40 -0.25
Si 3.24 0.91 -3.00 0.48
H 2.54 0.52 -0.57 0.01
H 1.14 1.25 -1.58 -0.05
C 2.89 2.37 -4.14 -0.15
C 2.95 -0.66 -4.00 -0.19
C 5.10 0.82 -2.68 -0.16
H 5.60 0.48 -3.60 0.05
H 5.34 0.10 -1.89 0.01
H 5.53 1.79 -2.41 0.02
H 1.89 2.26 -4.60 0.04
H 3.64 2.40 -4.94 0.05
H 2.91 3.33 -3.61 0.02
H 1.88 -0.87 -4.17 -0.02
H 3.43 -1.53 -3.55 0.02
H 3.41 -0.51 -4.99 0.05
S -0.62 -0.06 -3.59 0.68
C -0.61 -1.51 -2.87 -0.99
N -0.51 -2.49 -2.18 0.01
```

---

ORCA calculation (ωB97M-V with the def2-TZVPD basis set) on a 8-piece molecular cluster, C29H42N9O overall at a distorted geometry.

## Properties
LUMO energy = -3.5 eV
frontier orbital gap = 8.9 eV
total charge = +1
M = 532.72 g/mol

Geometry as XYZ:
```
81
Properties=species:S:1:pos:R:3:lowdin_charge:R:1
C -3.46 1.97 2.78 0.10
C -3.49 2.13 1.58 -0.16
C -3.82 2.39 0.13 -0.17
C -3.20 1.33 -0.83 -0.17
C -3.39 -0.17 -0.35 -0.10
C -2.10 -0.59 0.37 -0.23
C -0.90 -0.73 -0.42 0.12
C 0.27 -1.07 0.30 -0.11
C 1.59 -1.22 -0.44 -0.06
C 2.14 0.24 -0.70 -0.40
C 2.31 0.59 -2.19 -0.04
O 1.30 1.22 -0.10 -0.06
C 0.15 -1.23 1.72 -0.12
C 1.41 -1.55 2.51 -0.09
C 1.20 -1.68 4.02 -0.18
C 1.32 -0.67 4.88 0.01
N -1.04 -1.09 2.25 0.10
N -2.17 -0.78 1.67 0.15
H -3.54 2.05 3.85 0.04
H -4.91 2.49 0.01 0.13
H -3.32 3.35 -0.10 0.10
H -3.61 1.42 -1.85 0.12
H -2.12 1.55 -0.89 0.11
H -3.59 -0.83 -1.21 0.12
H -4.23 -0.23 0.37 0.12
H -0.88 -0.60 -1.52 0.12
H 2.30 -1.87 0.08 0.08
H 1.36 -1.65 -1.43 0.12
H 3.14 0.30 -0.22 0.14
H 2.74 1.61 -2.24 0.09
H 1.35 0.64 -2.75 0.08
H 3.03 -0.07 -2.71 0.09
H 1.82 1.88 0.38 0.07
H 2.13 -0.73 2.33 0.14
H 1.91 -2.46 2.12 0.12
H 0.90 -2.65 4.46 0.11
H 1.53 -0.89 5.94 0.07
H 1.19 0.39 4.60 0.08
H -1.09 -1.24 3.26 0.18
C -1.20 4.99 1.56 -0.05
C 0.16 4.52 1.29 -0.24
N 1.23 4.15 1.07 0.14
H -1.60 5.50 0.69 0.06
H -1.84 4.14 1.80 0.05
H -1.20 5.67 2.41 0.09
C -0.35 -3.44 -3.96 -0.07
C -0.80 -2.05 -4.05 -0.28
N -1.15 -0.95 -4.12 0.12
H -0.94 -3.97 -3.20 0.01
H -0.49 -3.93 -4.92 0.04
H 0.70 -3.48 -3.69 0.08
C -1.84 -2.67 -7.94 -0.06
C -1.67 -3.99 -7.30 -0.27
N -1.53 -5.02 -6.81 0.13
H -0.91 -2.36 -8.40 0.08
H -2.62 -2.72 -8.69 0.08
H -2.12 -1.94 -7.18 0.07
C -2.60 8.00 -1.06 -0.06
C -3.64 7.17 -0.44 -0.29
N -4.45 6.52 0.05 0.13
H -1.62 7.52 -0.96 0.07
H -2.81 8.14 -2.12 0.08
H -2.56 8.98 -0.58 0.09
C -1.89 -4.81 1.23 -0.05
C -1.71 -4.69 -0.22 -0.23
N -1.57 -4.60 -1.36 0.16
H -2.65 -5.56 1.45 0.09
H -0.95 -5.11 1.70 0.09
H -2.21 -3.86 1.65 0.06
C 4.76 1.34 5.69 -0.07
C 4.94 0.02 6.33 -0.28
N 5.08 -1.00 6.83 0.13
H 5.69 1.64 5.21 0.08
H 3.98 1.28 4.93 0.06
H 4.48 2.08 6.43 0.08
C 5.93 -2.61 -0.68 -0.06
C 4.84 -3.39 -0.07 -0.27
N 3.99 -3.99 0.41 0.13
H 6.88 -3.14 -0.56 0.09
H 5.74 -2.48 -1.75 0.08
H 6.01 -1.64 -0.21 0.08
```

---

no.,E (eV)
1,-4679.4799
2,-368521.4987
3,-42689.9609
4,-6290.5913
5,-23960.8260
6,-377033.1700
7,-94986.7980
8,-46201.2348